Entry from OMol25: one molecule with the formula C6H12OS at a distorted geometry (ωB97M-V with the def2-TZVPD basis set).

Element x y z (Å)
O  -0.2527  -1.0660  0.9454
C  0.1669  -0.1137  -0.0023
C  0.4385  1.2656  0.6022
S  -0.8935  1.9543  1.6159
C  -0.7176  -0.1444  -1.2044
C  -0.4189  -1.5093  -1.8755
C  1.0748  -1.8257  -1.5375
C  1.4915  -0.7258  -0.5136
H  -0.9750  -0.6026  1.4067
H  1.3622  1.1350  1.1865
H  0.6349  2.0017  -0.1850
H  -0.2706  1.8383  2.7869
H  -1.7824  0.0669  -1.0054
H  -0.3540  0.6250  -1.8941
H  -0.5463  -1.4635  -2.9426
H  -1.0485  -2.2982  -1.4685
H  1.7569  -1.8452  -2.4022
H  1.1697  -2.7987  -1.0517
H  2.0966  0.0415  -0.9860
H  2.0631  -1.1211  0.3241

Atomic forces in eV per Å
-0.94 0.63 0.92
1.51 -0.47 -0.18
0.63 -0.24 -0.08
-0.15 -0.09 0.03
-0.32 -0.07 -1.20
0.49 -0.01 0.48
0.07 0.40 0.59
-0.20 -0.04 -0.53
0.01 -0.53 0.19
-0.44 0.43 0.07
0.06 -0.29 0.04
-0.02 -0.05 0.19
0.37 -0.24 0.02
-0.16 0.15 0.03
-0.32 -0.01 -0.43
-0.10 0.06 -0.06
-0.43 0.13 0.18
-0.13 0.02 -0.13
0.11 0.20 -0.19
-0.04 0.00 0.06

Results
E_HOMO	-9.46	eV
Kohn-Sham gap	10.2	eV
relative energy (zero: lowest compared OMol25 entry of this formula, charge and spin)	0.000	eV
SMILES	OC1(CS)CCCC1
max |F|	1.59	eV/Å
lowest unoccupied orbital energy	0.7	eV